C20H30AsCa2F9O14 | wB97M-V/def2-TZVPD

Last column: Löwdin charge in e.
Cartesian coordinates (Å):
Ca: -1.482 -2.154 -2.786  1.732
Ca: 2.043 1.678 -5.067  1.880
As: 3.713 -2.683 -1.872  0.891
F: 5.500 -2.762 -1.525  -0.290
F: 3.349 -3.851 -0.579  -0.270
F: 1.990 -2.740 -2.365  -0.352
F: 4.116 -1.459 -3.101  -0.335
F: 3.938 -3.923 -3.184  -0.305
F: 3.552 -1.304 -0.754  -0.286
C: -0.616 0.950 -0.392  -0.363
O: -0.800 -0.372 0.142  -0.165
O: -0.347 0.659 -1.781  -0.344
C: -1.912 1.814 0.080  -0.607
F: -3.033 1.289 -0.319  0.158
F: -2.121 1.895 1.385  0.160
F: -1.941 3.044 -0.421  0.147
C: -0.446 -0.602 1.535  -0.245
C: -0.384 -2.063 1.917  -0.053
H: -1.325 -2.507 2.242  0.074
H: -0.159 -2.668 1.039  0.064
H: 0.485 -2.229 2.553  0.089
H: -1.063 -0.073 2.261  0.109
H: 0.462 -0.042 1.758  0.115
H: 0.317 1.268 0.072  0.144
C: 3.714 3.476 2.586  -0.026
C: 4.378 4.267 1.457  -0.268
C: 5.875 3.935 1.212  -0.096
O: 5.933 3.318 -0.027  0.111
C: 4.741 3.307 -0.607  -0.510
O: 4.417 2.879 -1.734  0.047
O: 3.791 3.831 0.208  0.059
H: 3.992 3.877 3.561  0.092
H: 3.734 2.391 2.485  0.096
H: 2.657 3.739 2.617  0.079
H: 4.049 5.302 1.549  0.152
H: 6.303 3.253 1.947  0.141
H: 6.421 4.862 1.390  0.138
C: 2.511 -9.636 -1.530  -0.010
C: 1.064 -9.210 -1.162  -0.326
C: 0.847 -8.667 0.200  -0.086
O: 0.026 -7.495 -0.052  0.060
C: -0.118 -7.264 -1.413  -0.414
O: -0.561 -6.172 -1.897  0.019
O: 0.597 -8.216 -2.120  0.076
H: 2.380 -10.049 -2.530  0.084
H: 3.004 -10.369 -0.891  0.096
H: 3.069 -8.716 -1.705  0.091
H: 0.542 -10.147 -1.361  0.147
H: 1.805 -8.478 0.684  0.137
H: 0.473 -9.466 0.840  0.141
C: -6.889 -0.188 3.886  -0.005
C: -5.757 -1.153 3.350  -0.275
C: -6.173 -2.616 3.178  -0.014
O: -5.344 -3.029 1.989  0.118
C: -5.045 -1.969 1.361  -0.684
O: -4.565 -1.958 0.287  0.128
O: -5.476 -0.821 1.954  0.079
H: -6.721 0.854 3.615  0.083
H: -6.973 -0.197 4.973  0.085
H: -7.787 -0.512 3.362  0.080
H: -4.930 -1.048 4.052  0.147
H: -7.252 -2.748 3.102  0.135
H: -5.869 -3.234 4.023  0.135
C: -2.083 8.913 -3.084  -0.012
C: -0.581 8.593 -2.725  -0.239
C: -0.367 7.691 -1.388  -0.063
O: 0.051 6.380 -1.819  0.032
C: 0.160 6.381 -3.210  -0.462
O: 0.401 5.319 -3.758  0.071
O: -0.003 7.682 -3.692  0.041
H: -2.780 9.352 -2.370  0.090
H: -2.542 7.940 -3.255  0.078
H: -2.002 9.385 -4.064  0.084
H: 0.005 9.512 -2.730  0.144
H: -1.297 7.536 -0.840  0.126
H: 0.337 8.215 -0.741  0.124

Summary:
E_tot: -6322.59775 Eh
HOMO energy: -13.5 eV
LUMO level: -9.83 eV
total charge: +2
Kohn-Sham gap: 3.6969 eV
2S+1: 1

=====

C20H30BClF5N3O8S3 | wB97M-V/def2-TZVPD

Last column: Löwdin charge in e.
Cartesian coordinates (Å):
C: 5.996 1.304 1.912  0.009
B: 5.470 1.411 0.397  -0.487
O: 6.351 1.912 -0.532  0.119
C: 3.987 0.928 0.051  0.014
C: 2.904 1.916 -0.146  -0.148
S: 3.140 3.669 0.003  0.786
O: 2.082 4.234 0.805  -0.256
O: 4.396 4.096 0.565  -0.244
C: 3.101 4.403 -1.732  -0.432
F: 1.851 4.534 -2.212  0.132
F: 3.581 5.660 -1.565  0.124
C: 4.027 3.681 -2.759  -0.532
F: 3.977 4.423 -3.903  0.147
F: 3.571 2.462 -3.107  0.169
F: 5.298 3.662 -2.383  0.195
C: 1.630 1.455 -0.489  -0.097
C: 0.410 2.327 -0.784  -0.128
C: -0.909 1.886 -0.029  -0.149
C: -1.983 1.414 -1.080  -0.238
C: -2.802 0.192 -0.523  -0.270
S: -4.528 0.185 -1.057  0.348
O: -4.557 -0.051 -2.473  -0.329
O: -5.189 -0.856 -0.317  -0.362
Cl: -5.334 2.010 -0.568  0.398
C: 1.439 0.017 -0.613  -0.232
N: 0.330 -0.629 -0.959  -0.233
S: 0.548 -2.225 -1.009  1.069
N: 2.146 -2.242 -0.595  -0.188
C: 2.507 -0.991 -0.408  -0.262
C: 3.805 -0.425 -0.066  -0.185
O: 4.860 -1.317 0.111  -0.027
C: 5.138 -1.934 -1.178  -0.140
C: 6.657 -2.070 -1.461  -0.358
C: 7.337 -0.698 -1.797  -0.030
O: 6.755 -2.861 -2.665  -0.056
H: 6.027 0.263 2.279  0.073
H: 6.992 1.780 2.031  0.070
H: 5.293 1.883 2.546  0.076
H: 7.038 2.385 -0.041  0.115
H: 0.538 3.397 -0.586  0.084
H: 0.215 2.237 -1.875  0.128
H: -0.704 1.010 0.609  0.098
H: -1.368 2.718 0.528  0.121
H: -2.656 2.236 -1.385  0.088
H: -1.516 1.042 -2.011  0.100
H: -2.374 -0.770 -0.841  0.091
H: -2.799 0.296 0.576  0.107
H: 4.659 -2.929 -1.275  0.131
H: 4.717 -1.317 -2.002  0.138
H: 7.199 -2.555 -0.631  0.151
H: 6.580 0.005 -2.184  0.076
H: 7.850 -0.315 -0.898  0.082
H: 8.082 -0.848 -2.601  0.087
H: 6.115 -2.471 -3.276  0.089
C: -9.269 -1.780 2.755  -0.076
C: -8.343 -2.283 1.651  -0.427
C: -8.035 -3.788 1.743  -0.208
O: -7.106 -4.143 2.755  -0.191
C: -7.653 -4.233 4.057  -0.111
N: -7.118 -1.478 1.655  0.043
H: -8.755 -1.653 3.708  0.062
H: -9.680 -0.805 2.484  0.074
H: -10.109 -2.462 2.907  0.076
H: -8.854 -2.117 0.698  0.135
H: -7.567 -4.091 0.802  0.121
H: -8.954 -4.381 1.840  0.118
H: -8.679 -4.613 4.045  0.090
H: -7.615 -3.263 4.557  0.074
H: -7.034 -4.924 4.632  0.086
H: -6.545 -1.742 0.853  0.030
H: -6.564 -1.775 2.456  0.072

Summary:
E_tot: -3725.15816 Eh
HOMO energy: -8.8 eV
LUMO level: -1.85 eV
total charge: 0
Kohn-Sham gap: 6.9706 eV
2S+1: 1

=====

C20H30BN3O8P | wB97M-V/def2-TZVPD

Last column: Löwdin charge in e.
Cartesian coordinates (Å):
C: 4.758 -2.375 0.385  -0.118
N: 3.959 -1.354 -0.329  -0.142
C: 4.729 -0.955 -1.514  -0.112
B: 3.787 -0.210 0.623  -0.563
O: 4.982 0.354 1.167  0.016
P: 2.107 0.601 1.174  0.547
O: 1.303 -0.908 1.642  -0.275
C: 0.018 -0.804 1.107  -0.366
C: -0.866 -2.076 1.260  -0.113
C: -0.099 -3.334 1.533  -0.239
N: 0.507 -3.989 0.631  0.105
C: 0.211 -0.386 -0.382  -0.555
O: 0.583 -1.460 -1.199  0.032
C: -0.984 0.491 -0.871  -0.090
C: -2.135 -0.193 -1.618  -0.288
N: -1.749 -0.847 -2.874  0.012
O: 1.339 0.464 -0.396  -0.257
H: 4.346 -2.568 1.376  0.083
H: 5.807 -2.056 0.489  0.074
H: 4.754 -3.293 -0.211  0.075
H: 5.616 -0.349 -1.259  0.073
H: 4.090 -0.420 -2.216  0.084
H: 5.124 -1.865 -1.975  0.073
H: 5.178 1.164 0.688  0.075
H: 2.699 0.651 2.523  -0.011
H: 2.751 1.891 0.772  -0.005
H: 1.013 1.416 1.669  0.002
H: -0.508 -0.034 1.680  0.115
H: -1.552 -1.915 2.094  0.105
H: -1.489 -2.178 0.367  0.098
H: -0.096 -3.696 2.567  0.106
H: 0.965 -4.792 1.058  0.041
H: 0.047 -2.241 -1.013  0.057
H: -1.420 0.943 0.024  0.108
H: -0.593 1.306 -1.477  0.115
H: -2.847 0.593 -1.897  0.097
H: -2.694 -0.870 -0.952  0.090
H: -1.383 -1.769 -2.682  0.051
H: -2.561 -0.943 -3.471  0.011
C: 4.274 4.644 3.245  0.005
C: 3.528 3.547 3.377  0.022
C: 2.072 3.638 3.649  -0.389
O: 1.405 2.638 3.769  0.087
C: 1.478 4.994 3.755  0.020
C: 2.227 6.087 3.622  0.004
C: 3.684 5.995 3.356  -0.403
O: 4.361 7.000 3.237  0.068
H: 5.337 4.602 3.047  0.115
H: 3.931 2.544 3.289  0.107
H: 0.413 5.039 3.946  0.117
H: 1.816 7.086 3.697  0.113
C: -6.444 -0.487 -2.768  0.030
C: -7.698 -0.796 -2.447  0.019
C: -8.371 -1.983 -3.028  -0.390
O: -9.515 -2.264 -2.739  0.098
C: -7.593 -2.814 -3.979  0.017
C: -6.339 -2.506 -4.301  0.026
C: -5.669 -1.317 -3.720  -0.366
O: -4.526 -1.035 -4.010  0.102
H: -5.932 0.373 -2.356  0.124
H: -8.283 -0.205 -1.753  0.121
H: -8.103 -3.676 -4.390  0.120
H: -5.753 -3.098 -4.992  0.123

Summary:
E_tot: -1912.39983 Eh
HOMO energy: -3.3 eV
LUMO level: -0.25 eV
total charge: -1
Kohn-Sham gap: 3.0860 eV
2S+1: 1

=====

C20H30ClF8I2N2O7P | wB97M-V/def2-TZVPD

Last column: Löwdin charge in e.
Cartesian coordinates (Å):
C: 5.297 1.660 2.817  -0.246
C: 4.017 1.412 1.769  -0.670
I: 4.413 1.955 -0.305  0.868
C: 2.681 0.852 2.228  -0.588
I: 2.700 0.518 4.440  0.819
C: 1.386 0.599 1.255  -0.458
C: 0.956 2.159 0.804  -0.151
N: 0.794 3.286 0.143  0.128
P: -0.221 0.080 2.228  0.641
O: -0.479 1.451 3.329  -0.424
Cl: -0.019 -1.651 3.394  0.180
C: 1.615 -0.413 -0.018  -0.355
C: 0.435 -1.604 0.064  -0.148
N: -0.434 -2.577 0.195  0.138
C: 1.412 0.220 -1.504  -0.104
C: -0.145 0.185 -2.086  -0.190
O: -1.130 0.861 -1.236  -0.195
C: -2.512 0.666 -1.698  -0.065
C: -3.415 0.395 -0.317  -0.158
F: -3.291 1.597 0.555  0.006
F: -2.880 -0.780 0.409  -0.008
C: -4.993 0.107 -0.704  -0.128
F: -5.718 1.401 -0.642  0.029
F: -5.130 -0.458 -2.066  0.027
C: -5.733 -0.935 0.337  -0.116
F: -5.350 -2.373 0.093  0.020
F: -5.522 -0.577 1.777  0.033
C: -7.362 -0.843 0.066  -0.049
F: -8.021 0.134 0.994  -0.024
F: -7.937 -2.199 0.407  -0.044
O: 2.871 -1.117 0.231  -0.194
C: 3.129 -2.280 -0.588  -0.143
C: 3.114 -3.658 0.362  -0.335
C: 2.736 -5.010 -0.488  -0.071
O: 4.351 -3.775 1.156  -0.108
H: 5.015 2.392 3.703  0.072
H: 6.192 2.201 2.243  0.069
H: 5.684 0.611 3.169  0.072
H: -1.029 2.159 2.840  0.080
H: 2.020 -0.419 -2.313  0.144
H: 1.778 1.315 -1.672  0.072
H: -0.474 -0.893 -2.459  0.139
H: -0.092 0.833 -3.089  0.128
H: -2.945 1.577 -2.310  0.164
H: -2.576 -0.315 -2.333  0.136
H: -7.611 -0.647 -1.067  0.187
H: 2.515 -2.401 -1.573  0.128
H: 4.269 -2.203 -0.942  0.159
H: 2.240 -3.459 1.148  0.138
H: 1.632 -5.336 -0.232  0.087
H: 3.446 -5.924 -0.234  0.094
H: 2.811 -4.830 -1.642  0.076
H: 4.096 -3.623 2.132  0.126
C: -6.432 4.636 -2.027  -0.168
O: -5.048 4.468 -1.777  -0.132
H: -6.639 5.698 -2.179  0.081
H: -6.711 4.080 -2.925  0.075
H: -7.004 4.275 -1.169  0.075
H: -4.895 3.516 -1.646  0.048
C: 8.208 0.444 5.197  -0.159
O: 7.914 1.608 4.447  -0.147
H: 7.326 -0.200 5.216  0.077
H: 9.038 -0.092 4.730  0.078
H: 8.472 0.726 6.220  0.077
H: 8.714 2.159 4.448  0.088
C: -2.082 -0.604 -5.272  -0.149
O: -1.099 0.288 -4.779  -0.167
H: -1.822 -1.621 -4.971  0.087
H: -3.057 -0.340 -4.855  0.071
H: -2.113 -0.546 -6.363  0.081
H: -1.356 1.182 -5.062  0.098

Summary:
E_tot: -3611.54239 Eh
SMILES: C/C(I)=C(\I)[C@](C#N)(P(O)Cl)[C@@](C#N)(CCOCC(F)(F)C(F)(F)C(F)(F)C(F)F)OC[C@@H](C)O.CO.CO.CO
HOMO energy: -8.7 eV
LUMO level: -0.49 eV
total charge: 0
Kohn-Sham gap: 8.1804 eV
2S+1: 1